(1)
C52H40Br2NOP2PtSiTe | ωB97M-V with the def2-TZVPD basis set

Geometry as XYZ:
```
101
Properties=species:S:1:pos:R:3:lowdin_spin:R:1
Pt -0.010 -0.128 0.102 0.89
C 3.692 -1.086 -0.333 0.04
Si 2.320 0.187 -0.033 0.14
C 2.720 0.933 1.680 0.02
C 3.934 1.583 1.898 0.00
C 4.265 2.095 3.145 0.01
C 3.381 1.946 4.204 0.00
C 2.168 1.303 4.011 0.01
C 1.828 0.799 2.755 0.00
P 0.221 -0.020 2.487 0.18
C 0.515 -1.808 2.688 0.05
C -0.602 -2.653 2.625 0.06
C -0.457 -4.016 2.846 0.03
C 0.805 -4.556 3.059 0.01
C 1.919 -3.729 3.055 0.01
C 1.777 -2.357 2.888 0.02
C -0.754 0.429 3.961 0.05
C -1.068 -0.458 4.990 0.02
C -1.830 -0.028 6.067 0.00
C -2.281 1.281 6.129 0.01
C -1.968 2.170 5.109 0.00
C -1.217 1.745 4.028 0.02
C 2.395 1.547 -1.368 0.02
C 3.466 1.662 -2.255 0.01
C 3.436 2.570 -3.305 0.00
C 2.343 3.409 -3.466 0.01
C 1.287 3.345 -2.568 0.00
C 1.295 2.395 -1.550 0.02
P -0.055 2.305 -0.325 0.17
C 0.188 3.925 0.479 0.04
C -0.610 5.024 0.176 0.01
C -0.295 6.267 0.706 0.00
C 0.799 6.415 1.546 0.01
C 1.579 5.313 1.870 0.00
C 1.276 4.070 1.340 0.01
C -1.710 2.488 -1.047 0.02
C -2.733 2.384 -0.099 0.01
C -4.051 2.596 -0.465 0.00
C -4.358 2.902 -1.784 0.01
C -3.351 2.970 -2.734 0.00
C -2.027 2.759 -2.373 0.01
H 4.672 -0.618 -0.210 0.01
H 3.641 -1.522 -1.334 0.00
H 3.617 -1.897 0.392 0.00
H 4.630 1.703 1.074 0.00
H 5.210 2.604 3.291 0.00
H 3.639 2.327 5.184 0.00
H 1.486 1.197 4.845 0.00
H -1.584 -2.228 2.441 0.00
H -1.328 -4.659 2.858 0.00
H 0.918 -5.617 3.236 0.00
H 2.905 -4.155 3.194 0.00
H 2.647 -1.712 2.922 0.00
H -0.707 -1.476 4.969 0.00
H -2.064 -0.721 6.865 0.00
H -2.876 1.610 6.971 0.00
H -2.313 3.194 5.159 0.00
H -0.971 2.436 3.227 0.00
H 4.337 1.029 -2.124 0.00
H 4.272 2.634 -3.990 0.00
H 2.314 4.117 -4.285 0.00
H 0.456 4.034 -2.659 0.00
H -1.471 4.916 -0.472 0.00
H -0.909 7.123 0.460 0.00
H 1.041 7.389 1.951 0.00
H 2.425 5.422 2.536 0.00
H 1.885 3.207 1.586 0.00
H -2.485 2.142 0.930 0.00
H -4.837 2.515 0.273 0.00
H -5.386 3.081 -2.072 0.00
H -3.593 3.195 -3.766 0.00
H -1.247 2.814 -3.123 0.00
Br -5.075 -1.564 -0.292 0.02
C -3.932 -1.157 -1.733 0.04
C -4.438 -1.087 -3.030 0.00
C -3.604 -0.836 -4.087 0.04
Br -4.343 -0.750 -5.829 0.01
C -2.219 -0.641 -3.888 0.00
C -1.287 -0.409 -4.921 0.00
C 0.038 -0.255 -4.617 0.00
C 0.443 -0.315 -3.276 0.01
N -0.403 -0.501 -2.290 0.10
C -1.718 -0.687 -2.563 0.04
C -2.579 -0.965 -1.437 0.02
O -2.099 -1.102 -0.241 0.16
H -5.496 -1.243 -3.195 0.00
H -1.625 -0.380 -5.947 0.00
H 0.774 -0.079 -5.390 0.00
H 1.486 -0.208 -3.008 0.00
Te -0.743 -3.343 -0.615 1.33
C -0.352 -5.412 -0.502 0.14
C -1.187 -6.281 0.202 0.05
C -0.954 -7.644 0.171 0.00
C 0.106 -8.151 -0.572 0.05
C 0.936 -7.291 -1.282 0.00
C 0.713 -5.925 -1.245 0.06
H -2.022 -5.888 0.770 0.00
H -1.603 -8.319 0.713 0.00
H 0.287 -9.217 -0.604 0.00
H 1.749 -7.688 -1.874 0.00
H 1.371 -5.256 -1.789 0.01
```

Computed properties:
gap between HOMO and LUMO (alpha / beta) = 5.83 / 4.47 eV
LUMO (alpha / beta) = -2.37 / -5.29 eV
net charge = +1
relative energy (zero: lowest compared OMol25 entry of this formula, charge and spin) = 96.79 kJ/mol
multiplicity = 5

***

(2)
C52H40IN4O4S2Ti | ωB97M-V with the def2-TZVPD basis set

Geometry as XYZ:
```
104
Properties=species:S:1:pos:R:3:lowdin_spin:R:1
Ti -0.029 -0.168 -0.243 0.85
O -1.851 3.185 -2.406 0.00
C -3.097 2.680 -2.343 0.00
C -4.065 3.388 -3.054 0.00
C -5.375 2.972 -3.048 0.00
C -5.779 1.838 -2.326 0.00
C -4.843 1.137 -1.623 0.00
C -3.486 1.534 -1.621 0.00
C -2.548 0.740 -0.886 -0.01
O -1.236 1.025 -0.959 -0.01
N -2.927 -0.289 -0.150 0.00
N -1.788 -0.900 0.310 -0.01
C -1.818 -1.838 1.177 0.06
C -0.518 -2.468 1.443 0.01
C -0.344 -3.485 2.355 0.01
C 0.889 -4.113 2.435 0.01
C 1.909 -3.712 1.591 0.01
C 1.677 -2.656 0.739 0.01
N 0.495 -2.022 0.672 0.01
H -1.189 2.652 -1.938 0.00
H -3.750 4.267 -3.603 0.00
H -6.109 3.534 -3.614 0.00
H -6.814 1.525 -2.326 0.00
H -5.119 0.259 -1.054 0.00
H -2.749 -2.177 1.615 0.00
H -1.181 -3.795 2.969 0.00
H 1.046 -4.922 3.140 0.00
H 2.876 -4.203 1.595 0.00
H 2.455 -2.297 0.080 0.00
C 0.462 3.735 7.339 0.00
C 0.643 2.815 6.155 0.00
C 0.530 3.298 4.851 0.00
C 0.711 2.470 3.757 0.00
C 1.018 1.136 3.987 0.00
C 1.100 0.606 5.272 0.00
C 0.915 1.458 6.349 0.00
S 1.347 0.047 2.668 0.01
O 0.544 0.633 1.471 0.02
C 3.058 0.277 2.297 0.00
C 3.839 -0.848 2.681 0.00
C 5.178 -0.847 2.459 0.00
C 5.798 0.257 1.820 0.00
C 7.190 0.257 1.556 0.00
C 7.776 1.331 0.957 0.00
C 6.996 2.458 0.593 0.00
C 5.658 2.488 0.843 0.00
C 5.017 1.383 1.466 0.00
C 3.612 1.395 1.740 0.00
C 2.857 2.675 1.554 0.00
C 2.987 3.666 2.579 0.00
C 3.707 3.423 3.783 0.00
C 3.780 4.378 4.752 0.00
C 3.143 5.633 4.582 0.00
C 2.442 5.893 3.445 0.00
C 2.343 4.914 2.418 0.00
C 1.600 5.169 1.241 0.00
C 1.468 4.220 0.272 0.00
C 2.109 2.972 0.445 0.00
S 1.782 1.807 -0.881 0.00
O 0.976 2.585 -1.883 0.00
C 3.350 1.513 -1.621 0.00
C 3.931 0.254 -1.565 0.00
C 5.161 0.045 -2.178 0.00
C 5.798 1.078 -2.862 0.00
C 7.126 0.856 -3.545 0.00
C 5.173 2.330 -2.924 0.00
C 3.957 2.560 -2.308 0.00
H 0.388 4.778 7.030 0.00
H 1.297 3.641 8.036 0.00
H -0.448 3.481 7.888 0.00
H 0.301 4.345 4.688 0.00
H 0.603 2.850 2.744 0.00
H 1.305 -0.450 5.431 0.00
H 0.971 1.064 7.357 0.00
H 3.363 -1.691 3.176 0.00
H 5.787 -1.687 2.773 0.00
H 7.781 -0.607 1.845 0.00
H 8.843 1.330 0.764 0.00
H 7.472 3.308 0.115 0.00
H 5.077 3.359 0.562 0.00
H 4.195 2.469 3.937 0.00
H 4.329 4.177 5.664 0.00
H 3.217 6.385 5.358 0.00
H 1.944 6.847 3.309 0.00
H 1.120 6.135 1.121 0.00
H 0.891 4.400 -0.624 0.00
H 3.437 -0.553 -1.036 0.00
H 5.636 -0.930 -2.122 0.00
H 7.584 -0.086 -3.242 0.00
H 7.823 1.666 -3.321 0.00
H 6.999 0.833 -4.631 0.00
H 5.656 3.139 -3.467 0.00
H 3.474 3.533 -2.367 0.00
I 1.960 0.484 -5.646 0.00
C 1.228 -0.851 -4.251 0.00
C 1.345 -2.220 -4.412 0.01
C 0.823 -3.050 -3.429 0.00
C 0.272 -2.492 -2.301 0.01
N 0.199 -1.166 -2.108 0.01
C 0.622 -0.366 -3.108 0.01
H 1.824 -2.636 -5.291 0.00
H 0.853 -4.127 -3.533 0.00
H -0.133 -3.116 -1.521 0.00
H 0.481 0.698 -2.983 0.00
```

Computed properties:
gap between HOMO and LUMO (alpha / beta) = 6.59 / 6.28 eV
LUMO (alpha / beta) = -5.88 / -6.18 eV
net charge = +2
relative energy (zero: lowest compared OMol25 entry of this formula, charge and spin) = 38.81 kJ/mol
multiplicity = 2

***

(3)
C52H42BrIrNO4Si | ωB97M-V with the def2-TZVPD basis set

Geometry as XYZ:
```
102
Properties=species:S:1:pos:R:3:mulliken_charge:R:1
Ir -0.444 0.055 -0.361 3.25
O -0.513 1.314 -2.011 -0.71
C -0.434 0.969 -3.333 2.32
C -0.456 -0.578 -3.518 -3.02
C 0.720 -1.337 -2.985 0.86
C 1.310 -2.324 -3.765 -0.47
C 2.291 -3.131 -3.210 -1.21
C 2.661 -2.910 -1.898 -0.50
C 2.090 -1.855 -1.198 -0.34
C 2.498 -1.565 0.199 -1.80
C 1.422 -2.076 1.219 2.20
O 0.208 -1.455 1.040 -0.53
C 1.250 -3.590 0.996 0.12
C 1.980 -4.543 1.701 -0.54
C 1.786 -5.898 1.464 -0.80
C 0.858 -6.319 0.524 -0.66
C 0.129 -5.375 -0.186 -0.92
C 0.326 -4.024 0.049 -0.05
C 1.921 -1.835 2.653 -0.30
C 3.154 -1.288 2.980 0.10
C 3.536 -1.144 4.309 -1.01
C 2.685 -1.528 5.329 -0.57
C 1.436 -2.049 5.013 -0.86
C 1.063 -2.199 3.690 -0.05
N 1.131 -1.092 -1.733 0.51
C -1.704 1.405 -4.102 0.02
C -2.905 1.483 -3.408 -0.71
C -4.093 1.688 -4.097 -0.82
C -4.093 1.797 -5.480 -0.48
C -2.894 1.728 -6.175 -0.81
C -1.703 1.544 -5.487 -0.36
C 0.790 1.657 -3.943 -0.34
C 1.728 1.043 -4.762 0.13
C 2.822 1.757 -5.240 -1.03
C 2.987 3.091 -4.909 -0.43
C 2.042 3.718 -4.105 -0.87
C 0.955 3.006 -3.632 -0.38
H -0.611 -0.833 -4.566 0.58
H -1.343 -0.895 -2.958 0.64
H 0.986 -2.466 -4.786 0.54
H 2.740 -3.928 -3.788 0.41
H 3.385 -3.544 -1.405 0.48
H 2.577 -0.484 0.347 0.31
H 3.452 -2.050 0.404 0.81
H 2.700 -4.228 2.446 0.45
H 2.359 -6.631 2.020 0.41
H 0.699 -7.377 0.350 0.38
H -0.604 -5.695 -0.916 0.44
H -0.256 -3.285 -0.486 0.17
H 3.840 -0.954 2.214 0.37
H 4.505 -0.716 4.537 0.44
H 2.982 -1.411 6.365 0.37
H 0.753 -2.345 5.801 0.42
H 0.089 -2.602 3.440 0.22
H -2.898 1.363 -2.329 0.37
H -5.023 1.745 -3.545 0.48
H -5.025 1.934 -6.014 0.37
H -2.884 1.805 -7.256 0.40
H -0.771 1.497 -6.040 0.39
H 1.623 0.001 -5.033 0.38
H 3.552 1.265 -5.872 0.43
H 3.847 3.640 -5.273 0.39
H 2.160 4.763 -3.844 0.41
H 0.216 3.477 -2.996 0.42
Br -4.148 -3.477 5.454 -0.26
C -3.900 -2.279 3.990 -0.10
C -2.795 -2.432 3.173 -0.70
C -2.635 -1.574 2.094 1.03
C -3.572 -0.578 1.839 0.30
C -4.662 -0.433 2.690 -0.47
C -4.838 -1.285 3.769 -0.58
C -3.475 0.312 0.603 -0.09
O -4.259 1.243 0.497 -0.73
O -2.607 -0.037 -0.288 -0.69
H -2.070 -3.212 3.365 0.57
H -1.770 -1.673 1.452 -0.15
H -5.377 0.353 2.485 0.49
H -5.690 -1.189 4.429 0.41
C -3.257 5.071 1.793 -0.47
C -2.295 4.985 0.796 -0.68
C -1.444 3.894 0.745 0.06
C -1.521 2.872 1.693 0.27
C -2.487 2.980 2.692 -0.02
C -3.342 4.070 2.750 -0.56
Si -0.360 1.373 1.644 -0.10
C 1.372 2.016 2.100 0.41
C 2.183 2.738 1.220 0.09
C 3.418 3.228 1.617 -0.65
C 3.878 2.996 2.907 -0.57
C 3.097 2.261 3.787 -0.66
C 1.866 1.767 3.379 -0.31
H -3.946 5.906 1.814 0.35
H -2.223 5.767 0.049 0.38
H -0.717 3.821 -0.058 0.09
H -2.587 2.193 3.432 0.25
H -4.084 4.137 3.536 0.38
H -0.759 0.659 2.895 -0.60
H 1.841 2.918 0.206 0.34
H 4.026 3.792 0.919 0.43
H 4.833 3.394 3.227 0.37
H 3.444 2.063 4.793 0.46
H 1.268 1.182 4.071 0.27
```

Computed properties:
gap between HOMO and LUMO = 7.15 eV
LUMO = 2.14 eV
net charge = -1

***

(4)
C52H43GeIN2O2Ti | ωB97M-V with the def2-TZVPD basis set

Geometry as XYZ:
```
102
Properties=species:S:1:pos:R:3:lowdin_spin:R:1
Ti 0.430 0.275 0.131 0.27
O 2.121 0.351 0.463 0.04
C 3.439 0.247 -0.073 0.00
C 3.264 -0.197 -1.537 0.00
C 2.584 -1.534 -1.565 0.00
C 3.303 -2.639 -1.969 0.00
C 2.721 -3.888 -1.896 0.00
C 1.444 -3.989 -1.387 0.00
C 0.758 -2.850 -0.986 0.00
C -0.654 -3.050 -0.475 0.00
C -1.100 -2.228 0.729 0.00
O -0.805 -0.867 0.413 0.01
C -0.379 -2.590 2.038 0.00
C -0.677 -1.863 3.190 0.00
C -0.061 -2.163 4.394 0.00
C 0.847 -3.216 4.472 0.00
C 1.143 -3.948 3.335 0.00
C 0.542 -3.629 2.121 0.00
C -2.600 -2.396 0.947 0.00
C -3.173 -3.666 0.951 0.00
C -4.526 -3.827 1.218 0.00
C -5.321 -2.724 1.502 0.00
C -4.752 -1.458 1.511 0.00
C -3.400 -1.295 1.230 0.00
N 1.312 -1.621 -1.101 0.00
C 4.236 -0.814 0.680 0.00
C 5.599 -0.931 0.426 0.00
C 6.345 -1.920 1.050 0.00
C 5.734 -2.798 1.938 0.00
C 4.379 -2.675 2.202 0.00
C 3.629 -1.686 1.574 0.00
C 4.105 1.614 0.064 0.00
C 4.601 2.317 -1.024 0.00
C 5.128 3.597 -0.856 0.00
C 5.157 4.176 0.403 0.00
C 4.673 3.466 1.500 0.00
C 4.152 2.194 1.330 0.00
H 2.662 0.538 -2.064 0.00
H 4.234 -0.265 -2.022 0.00
H 4.318 -2.514 -2.323 0.00
H 3.260 -4.773 -2.216 0.00
H 0.960 -4.954 -1.297 0.00
H -1.353 -2.825 -1.285 0.00
H -0.772 -4.102 -0.238 0.00
H -1.407 -1.062 3.149 0.00
H -0.300 -1.581 5.277 0.00
H 1.311 -3.468 5.420 0.00
H 1.838 -4.777 3.386 0.00
H 0.800 -4.212 1.248 0.00
H -2.571 -4.549 0.767 0.00
H -4.957 -4.822 1.214 0.00
H -6.373 -2.853 1.726 0.00
H -5.361 -0.593 1.752 0.00
H -2.960 -0.308 1.255 0.00
H 6.087 -0.237 -0.254 0.00
H 7.405 -2.000 0.849 0.00
H 6.319 -3.565 2.431 0.00
H 3.897 -3.345 2.902 0.00
H 2.578 -1.589 1.798 0.00
H 4.586 1.883 -2.018 0.00
H 5.515 4.136 -1.713 0.00
H 5.562 5.171 0.535 0.00
H 4.708 3.905 2.490 0.00
H 3.762 1.645 2.180 0.00
I -0.061 1.873 2.268 0.11
N 1.462 3.061 -1.166 0.02
C 0.986 2.024 -1.232 0.06
H 1.879 3.974 -1.106 0.00
C -1.486 4.969 -4.246 0.01
C -1.010 3.667 -4.371 0.00
C -1.103 2.790 -3.300 0.01
C -1.676 3.190 -2.088 0.04
C -2.157 4.495 -1.980 0.01
C -2.064 5.377 -3.053 0.00
Ge -1.966 1.867 -0.658 0.25
C -2.775 0.416 -1.717 0.07
C -4.159 0.345 -1.883 0.01
C -4.720 -0.610 -2.727 0.00
C -3.908 -1.489 -3.431 0.00
C -2.528 -1.407 -3.299 0.00
C -1.970 -0.467 -2.443 0.01
C -3.128 2.673 0.652 0.02
C -2.776 3.914 1.188 0.00
C -3.622 4.565 2.073 0.00
C -4.819 3.970 2.456 0.01
C -5.161 2.721 1.958 0.00
C -4.316 2.071 1.063 0.01
H -1.414 5.658 -5.080 0.00
H -0.577 3.334 -5.308 0.00
H -0.743 1.778 -3.432 0.00
H -2.629 4.830 -1.066 0.00
H -2.454 6.384 -2.956 0.00
H -4.810 1.047 -1.383 0.00
H -5.797 -0.657 -2.839 0.00
H -4.349 -2.229 -4.089 0.00
H -1.887 -2.070 -3.871 0.00
H -0.891 -0.436 -2.353 0.00
H -1.826 4.370 0.933 0.00
H -3.345 5.534 2.473 0.00
H -5.475 4.475 3.155 0.00
H -6.085 2.246 2.267 0.00
H -4.588 1.090 0.700 0.00
```

Computed properties:
gap between HOMO and LUMO (alpha / beta) = 6.57 / 6.26 eV
LUMO (alpha / beta) = -3.61 / -4.64 eV
net charge = +1
multiplicity = 2